C27H36N3O10P3S5Ti | the ωB97M-V functional and the def2-TZVPD basis

- Energy above the lowest of the compared OMol25 structures with the same formula, charge and spin: 0.996 eV
- Orbital gap (spin up / spin down): 0.1573 / 0.1571 Eh

Geometry as ORCA input:
```
! RIJCOSX wB97M-V def2-TZVPD def2/J DEFGRID3
* xyz -2 1
Ti -0.3484 0.9516 -0.3791
N 2.0802 2.1979 -4.7517
C 0.7980 1.9645 -3.9718
C -0.3794 1.9692 -4.9325
P 1.1117 0.2646 -3.2706
O 2.4902 0.4718 -2.5075
O 1.3435 -0.5512 -4.4968
O 0.0240 -0.0545 -2.2773
P 0.7813 3.3013 -2.6873
O -0.1907 4.4414 -3.3108
O 2.1813 3.8109 -2.7104
O 0.0701 2.7673 -1.4861
H 2.4119 1.2893 -5.0982
H 2.7124 2.6507 -4.0574
H 1.9290 2.8475 -5.5196
H -0.3447 1.0988 -5.5900
H -0.3882 2.8896 -5.5245
H -1.3142 1.9460 -4.3749
H 2.2907 0.6319 -1.5348
H -1.0603 4.3537 -2.8987
O 1.5917 0.8855 -0.1175
C 2.3410 1.7175 0.5899
C 1.8352 2.6452 1.5041
C 2.7121 3.4966 2.2183
C 2.2253 4.4402 3.0866
C 0.8504 4.6179 3.3216
C -0.0200 3.7949 2.6455
C 0.4296 2.8143 1.7503
O -0.4423 2.0421 1.1376
N 3.1740 5.2922 3.7904
O 2.7352 6.1648 4.5278
O 4.3726 5.1230 3.6122
H 3.4120 1.6882 0.3977
H 3.7799 3.4094 2.0735
H 0.5075 5.3702 4.0135
H -1.0902 3.8753 2.7945
S -3.9439 1.2364 5.5932
C -3.5392 0.9655 4.0026
S -2.3937 -0.1895 3.4678
C -2.5231 0.0570 1.7368
C -3.3697 1.0450 1.3793
S -3.8424 1.6138 -0.2089
S -4.1634 1.8836 2.6939
S -1.4495 -0.9467 0.7828
N -2.7980 1.0263 -2.4779
C -2.4108 1.1599 -1.2724
H -1.9785 0.7261 -3.0070
C -0.1122 -4.2997 2.1751
C 0.5846 -4.5565 0.8351
C 1.4089 -5.8409 0.9150
C -0.5016 -4.7442 -0.2343
P 1.4643 -2.9751 0.3021
C 2.4643 -3.5732 -1.1276
C 2.0658 -3.0560 -2.3602
C 2.7387 -3.3728 -3.5343
C 3.8287 -4.2270 -3.4907
C 4.2399 -4.7591 -2.2725
C 3.5655 -4.4340 -1.1059
C 2.7331 -2.4708 1.6027
C 3.7694 -1.6120 0.8653
C 3.4550 -3.5499 2.4087
C 1.9747 -1.5441 2.5671
H -0.8053 -5.1223 2.3836
H -0.6846 -3.3700 2.1485
H 0.5968 -4.2474 3.0031
H 0.7553 -6.6665 1.2216
H 2.2190 -5.7743 1.6412
H 1.8358 -6.1010 -0.0550
H -1.1043 -5.6266 0.0089
H -0.0640 -4.8953 -1.2243
H -1.1602 -3.8751 -0.2791
H 1.2210 -2.3777 -2.3960
H 2.4129 -2.9142 -4.4592
H 4.3673 -4.4731 -4.3987
H 5.0954 -5.4240 -2.2315
H 3.9074 -4.8548 -0.1692
H 4.4324 -2.2138 0.2426
H 4.3758 -1.0729 1.6004
H 3.2786 -0.8698 0.2321
H 4.0336 -4.2273 1.7792
H 2.7659 -4.1434 3.0102
H 4.1559 -3.0653 3.0983
H 1.5121 -0.7161 2.0288
H 2.6760 -1.1303 3.2999
H 1.1852 -2.0668 3.1091
*
```

Atom charges from the Löwdin analysis, given in e for atoms 1 to 5: atom 1 (Ti): 0.78, atom 2 (N): 0.15, atom 3 (C): -0.48, atom 4 (C): -0.08, atom 5 (P): 0.30